No. 1
{
  "formula": "C29H61MoN4O4P2",
  "method": "wB97M-V/def2-TZVPD",
  "e_above_lowest_ev": 0.046,
  "largest_force_ev_per_a": 1.41,
  "homo_ev": [-17.23, -17.23],
  "multiplicity": 3,
  "charge": 3,
  "elements": ["Mo", "N", "C", "C", "O", "O", "H", "H", "H", "H", "C", "C", "C", "O", "H", "H", "H", "H", "H", "H", "C", "N", "C", "P", "O", "N", "C", "C", "N", "C", "C", "H", "H", "H", "H", "H", "H", "H", "H", "H", "H", "H", "H", "H", "H", "H", "H", "H", "H", "C", "C", "C", "C", "C", "C", "P", "C", "C", "C", "C", "C", "C", "C", "C", "C", "C", "C", "C", "H", "H", "H", "H", "H", "H", "H", "H", "H", "H", "H", "H", "H", "H", "H", "H", "H", "H", "H", "H", "H", "H", "H", "H", "H", "H", "H", "H", "H", "H", "H", "H", "H"],
  "positions_angstrom": [[0.1184, -0.1845, -0.5765], [0.1843, 1.9538, 0.0806], [-1.1081, 2.6187, -0.2356], [-1.8251, 1.8496, -1.3133], [-2.8629, 2.0959, -1.8068], [-1.0800, 0.7165, -1.7045], [0.3942, 2.0581, 1.0704], [0.9329, 2.4439, -0.4031], [-0.9591, 3.6423, -0.5759], [-1.7417, 2.6438, 0.6504], [0.3240, -4.4746, -0.9060], [-0.2422, -3.2240, -1.4337], [-1.1675, -3.2111, -2.5774], [0.1089, -2.1401, -0.8983], [-0.4167, -5.2748, -0.9393], [0.7331, -4.3516, 0.0936], [1.1300, -4.7769, -1.5889], [-0.6782, -3.7030, -3.4257], [-1.4854, -2.2098, -2.8549], [-2.0341, -3.8359, -2.3395], [-4.2295, -0.6119, -0.5096], [-3.7118, 0.1318, 0.6533], [-4.4938, 1.3454, 0.9588], [-2.5322, -0.4918, 1.5529], [-1.1403, -0.4675, 0.8336], [-2.3636, 0.4367, 2.8740], [-1.0733, 0.8523, 3.4385], [-3.4416, 0.4031, 3.8877], [-2.8636, -2.0644, 1.7691], [-1.8380, -3.0626, 2.0837], [-4.2185, -2.4988, 2.1600], [-4.1885, 0.0254, -1.3917], [-5.2653, -0.9103, -0.3405], [-3.6408, -1.5106, -0.6836], [-4.5351, 1.9786, 0.0743], [-4.0363, 1.9030, 1.7697], [-5.5113, 1.0689, 1.2388], [-0.2652, 0.6706, 2.7339], [-0.8557, 0.2926, 4.3502], [-1.1021, 1.9130, 3.6954], [-4.3765, 0.0528, 3.4550], [-3.6080, 1.4081, 4.2738], [-3.1682, -0.2526, 4.7159], [-0.8591, -2.7328, 1.7457], [-2.0909, -4.0001, 1.5851], [-1.7847, -3.2608, 3.1567], [-4.9637, -1.7774, 1.8336], [-4.2940, -2.6281, 3.2403], [-4.4373, -3.4520, 1.6795], [5.1108, 3.0575, 1.8557], [4.7608, 3.2732, 0.3695], [3.5285, 2.4510, -0.0448], [3.5829, 1.1021, 0.6886], [3.2955, 1.3282, 2.1918], [3.8701, 2.6800, 2.6614], [2.6032, -0.2621, 0.0015], [2.8951, -1.7986, 0.9400], [4.3886, -2.0555, 1.2477], [4.5362, -3.0602, 2.4067], [3.3850, -4.0601, 2.4113], [2.0696, -3.3468, 2.7606], [2.0244, -1.9093, 2.2052], [3.0610, -0.5854, -1.7431], [2.0922, 0.2475, -2.5929], [2.2723, -0.0309, -4.0762], [3.6760, 0.4837, -4.4900], [4.6463, 0.6724, -3.3088], [4.5240, -0.4059, -2.2264], [5.5616, 3.9598, 2.2634], [5.8643, 2.2725, 1.9616], [5.6051, 2.9881, -0.2609], [4.5660, 4.3270, 0.1709], [3.5057, 2.3500, -1.1295], [2.6270, 2.9893, 0.2640], [4.6037, 0.7213, 0.5769], [3.7342, 0.5156, 2.7728], [2.2137, 1.2982, 2.3806], [4.1045, 2.6165, 3.7229], [3.1179, 3.4672, 2.5606], [2.5505, -2.5645, 0.2370], [4.9094, -1.1324, 1.5055], [4.8713, -2.4507, 0.3513], [4.5578, -2.5299, 3.3624], [5.4952, -3.5672, 2.3129], [3.5705, -4.8568, 3.1296], [3.3211, -4.5440, 1.4300], [1.9574, -3.3046, 3.8446], [1.2158, -3.9234, 2.3912], [2.3880, -1.2046, 2.9542], [0.9897, -1.6216, 1.9944], [2.7775, -1.6350, -1.8760], [2.2095, 1.3126, -2.3873], [1.0307, -0.0060, -2.3293], [1.4970, 0.4488, -4.6711], [2.1905, -1.1082, -4.2420], [3.5661, 1.4384, -5.0025], [4.1010, -0.2085, -5.2160], [4.5068, 1.6629, -2.8673], [5.6688, 0.6652, -3.6836], [5.1946, -0.1768, -1.3968], [4.8665, -1.3597, -2.6304]]
}

***

No. 2
{
  "formula": "C29H62BN2O16",
  "method": "wB97M-V/def2-TZVPD",
  "e_above_lowest_ev": 0.000,
  "largest_force_ev_per_a": 1.17,
  "homo_ev": -0.57,
  "charge": -1,
  "elements": ["N", "N", "C", "B", "O", "O", "H", "H", "H", "H", "H", "H", "O", "C", "O", "C", "C", "C", "H", "H", "H", "H", "H", "H", "H", "H", "O", "C", "O", "C", "C", "C", "H", "H", "H", "H", "H", "H", "H", "H", "O", "C", "O", "C", "C", "C", "H", "H", "H", "H", "H", "H", "H", "H", "O", "C", "O", "C", "C", "C", "H", "H", "H", "H", "H", "H", "H", "H", "O", "C", "O", "C", "C", "C", "H", "H", "H", "H", "H", "H", "H", "H", "O", "C", "O", "C", "C", "C", "H", "H", "H", "H", "H", "H", "H", "H", "O", "C", "O", "C", "C", "C", "H", "H", "H", "H", "H", "H", "H", "H"],
  "positions_angstrom": [[1.7134, 0.4901, 1.7002], [2.5138, -0.2929, 0.7818], [2.9412, -1.4971, 1.4539], [2.3740, -2.7777, 0.7159], [1.1004, -2.7843, 0.2021], [3.1891, -3.9367, 0.5471], [0.7189, 0.2544, 1.6337], [1.7549, 1.4483, 1.3469], [2.5961, -1.5440, 2.5096], [4.0622, -1.5865, 1.4294], [0.9054, -3.6317, -0.2424], [3.1049, -4.5545, 1.2994], [-1.2471, 0.2590, 1.5712], [-2.0979, 0.8439, 0.9567], [-3.0789, 0.1228, 0.3651], [-4.2578, 0.7018, -0.1913], [-4.0766, 1.1340, -1.6309], [-2.0424, 2.3359, 0.7645], [-4.6222, 1.5187, 0.4378], [-5.0005, -0.0921, -0.1348], [-3.3334, 1.9265, -1.7220], [-5.0198, 1.4994, -2.0404], [-3.7345, 0.2896, -2.2306], [-1.4483, 2.5582, -0.1173], [-1.5483, 2.7537, 1.6389], [-3.0137, 2.8159, 0.6702], [-6.2339, -1.8030, 1.0174], [-5.3946, -2.1466, 1.8138], [-4.8510, -3.3692, 1.7002], [-3.6917, -3.7768, 2.4432], [-4.0583, -4.3295, 3.8047], [-5.0040, -1.2640, 2.9753], [-2.9688, -2.9638, 2.5034], [-3.2321, -4.5551, 1.8371], [-4.5303, -3.5730, 4.4321], [-3.1669, -4.6918, 4.3167], [-4.7630, -5.1558, 3.7006], [-5.6838, -1.4536, 3.8060], [-5.1106, -0.2289, 2.6612], [-3.9775, -1.3961, 3.3062], [-2.4003, 4.5498, -1.2862], [-3.2022, 5.2020, -1.8992], [-4.2121, 4.5642, -2.5327], [-5.3233, 5.2453, -3.1172], [-5.0360, 5.6823, -4.5386], [-3.0563, 6.6986, -2.0462], [-5.6427, 6.0764, -2.4870], [-6.1338, 4.5172, -3.1099], [-4.2208, 6.4046, -4.5789], [-5.9218, 6.1380, -4.9827], [-4.7434, 4.8237, -5.1428], [-2.4267, 6.9048, -2.9109], [-2.5585, 7.0771, -1.1572], [-3.9991, 7.2307, -2.1511], [-11.5825, -5.8779, -1.3309], [-10.7907, -5.1579, -0.7786], [-10.3637, -5.4897, 0.4568], [-9.2820, -4.8158, 1.1136], [-9.7523, -3.5924, 1.8697], [-10.3286, -3.8579, -1.3968], [-8.4864, -4.5789, 0.4076], [-8.8740, -5.5480, 1.8087], [-10.1732, -2.8433, 1.1993], [-8.9182, -3.1397, 2.4060], [-10.5295, -3.8612, 2.5863], [-11.0285, -3.0705, -1.1197], [-10.3436, -3.9749, -2.4773], [-9.3230, -3.5601, -1.1111], [1.2302, 7.3775, -0.7919], [1.9581, 6.4297, -0.6110], [3.2486, 6.6587, -0.3148], [4.1549, 5.6241, 0.1130], [4.8015, 4.9077, -1.0495], [1.4793, 5.0100, -0.7905], [3.6568, 4.9329, 0.7931], [4.9127, 6.1459, 0.6961], [4.0596, 4.3848, -1.6546], [5.5299, 4.1812, -0.6975], [5.3092, 5.6231, -1.6987], [1.6023, 4.7273, -1.8352], [0.4221, 4.9780, -0.5435], [1.9871, 4.2817, -0.1635], [7.8819, -2.4955, -0.2179], [7.5364, -3.6151, 0.0561], [8.5053, -4.5360, 0.3058], [8.2157, -5.8268, 0.8392], [7.8741, -6.8266, -0.2466], [6.0899, -4.0370, 0.0498], [7.4354, -5.7652, 1.5985], [9.1287, -6.1324, 1.3507], [6.9688, -6.5398, -0.7809], [7.7220, -7.8185, 0.1821], [8.6835, -6.8804, -0.9755], [5.8124, -4.3436, -0.9580], [5.4801, -3.1848, 0.3338], [5.8595, -4.8378, 0.7473], [7.3979, 3.2691, -0.7561], [8.1407, 2.3397, -0.5638], [9.4349, 2.6118, -0.2694], [10.3501, 1.6080, 0.1778], [11.0110, 0.8849, -0.9771], [7.7125, 0.9044, -0.7267], [9.8613, 0.9176, 0.8650], [11.0995, 2.1495, 0.7550], [10.2818, 0.3407, -1.5761], [11.7498, 0.1731, -0.6070], [11.5096, 1.6005, -1.6322], [7.8374, 0.6102, -1.7681], [6.6584, 0.8254, -0.4681], [8.2516, 0.2066, -0.0929]]
}

***

No. 3
{
  "formula": "C29H63BNO8",
  "method": "wB97M-V/def2-TZVPD",
  "largest_force_ev_per_a": 1.83,
  "homo_ev": -3.91,
  "charge": -1,
  "elements": ["C", "C", "C", "C", "C", "C", "C", "C", "C", "O", "C", "C", "C", "N", "C", "O", "B", "O", "C", "H", "H", "H", "H", "H", "H", "H", "H", "H", "H", "H", "H", "H", "H", "H", "H", "H", "H", "H", "H", "H", "H", "H", "C", "C", "C", "O", "H", "H", "H", "H", "H", "H", "H", "H", "C", "C", "C", "O", "H", "H", "H", "H", "H", "H", "H", "H", "C", "C", "C", "O", "H", "H", "H", "H", "H", "H", "H", "H", "C", "C", "C", "O", "H", "H", "H", "H", "H", "H", "H", "H", "C", "C", "C", "O", "H", "H", "H", "H", "H", "H", "H", "H"],
  "positions_angstrom": [[-2.4625, -4.1576, -0.4047], [-2.2351, -2.6933, -0.6309], [-2.6068, -1.7675, 0.3332], [-2.3415, -0.4108, 0.1329], [-1.7146, 0.0809, -1.0139], [-1.4173, 1.5582, -1.1877], [-1.8999, 2.1302, -2.5436], [-1.9243, 2.4447, -0.0571], [-1.3603, -0.8609, -1.9865], [-0.7612, -0.5618, -3.1921], [0.5126, 0.1042, -3.1374], [1.5281, -0.4207, -2.1421], [1.7576, -1.9511, -2.1823], [1.4375, -2.6077, -0.8904], [2.8735, 0.3386, -2.5423], [2.9514, 1.4459, -1.7154], [2.3978, 0.9752, -0.4075], [1.3238, 0.0280, -0.8492], [-1.6285, -2.2160, -1.7854], [-3.4635, -4.3629, -0.0364], [-1.7769, -4.4726, 0.3848], [-2.2228, -4.7564, -1.2778], [-3.0885, -2.0897, 1.2460], [-2.6580, 0.2565, 0.9152], [-0.3325, 1.6529, -1.1441], [-2.6361, 2.9069, -2.3487], [-1.0646, 2.6551, -3.0014], [-2.2799, 1.3860, -3.2305], [-1.4073, 3.4002, -0.1119], [-2.9939, 2.6306, -0.1376], [-1.6787, 2.0364, 0.9155], [0.4027, 1.1698, -2.9663], [0.9216, -0.0078, -4.1375], [1.1483, -2.4402, -2.9414], [2.8069, -2.1261, -2.4221], [1.2938, -3.5927, -1.0774], [2.2395, -2.5130, -0.2835], [2.8623, 0.7364, -3.5681], [3.7422, -0.3394, -2.5183], [3.3132, 0.4237, 0.2183], [1.8504, 1.8620, 0.2463], [-1.3317, -2.9241, -2.5451], [-4.1252, -6.0918, 3.3969], [-3.2092, -4.8858, 3.5488], [-2.3860, -4.9659, 4.8254], [-3.9752, -3.6850, 3.5304], [-4.8342, -6.1380, 4.2281], [-4.7055, -6.0150, 2.4767], [-3.5552, -7.0226, 3.3733], [-2.5409, -4.8274, 2.6891], [-3.0429, -4.9808, 5.7004], [-1.7381, -4.0940, 4.9148], [-1.7662, -5.8641, 4.8433], [-4.5876, -3.7068, 4.2767], [5.2634, 3.2066, 2.3377], [5.7880, 1.8783, 2.8658], [7.3120, 1.8441, 2.8638], [5.2635, 0.8107, 2.0956], [5.5846, 3.3555, 1.3040], [4.1737, 3.2112, 2.3417], [5.6248, 4.0458, 2.9385], [5.4207, 1.7207, 3.8824], [7.6892, 1.9540, 1.8451], [7.6713, 0.8856, 3.2448], [7.7320, 2.6442, 3.4798], [5.5417, 0.9236, 1.1798], [-9.2495, -3.1052, 4.4262], [-7.8915, -2.9779, 5.0999], [-7.5004, -1.5212, 5.2996], [-6.8965, -3.6568, 4.3354], [-9.2272, -2.6421, 3.4362], [-9.5129, -4.1548, 4.2918], [-10.0307, -2.6216, 5.0147], [-7.9166, -3.4838, 6.0662], [-7.4258, -1.0114, 4.3358], [-6.5259, -1.4490, 5.7832], [-8.2335, -0.9943, 5.9124], [-6.8389, -3.2351, 3.4701], [10.6279, 1.1387, -1.6087], [9.9052, 2.3968, -1.1510], [10.8626, 3.5696, -0.9971], [9.2183, 2.1548, 0.0736], [11.3780, 0.8408, -0.8701], [9.9244, 0.3130, -1.7141], [11.1296, 1.2943, -2.5653], [9.1311, 2.6531, -1.8748], [11.6198, 3.3457, -0.2399], [10.3249, 4.4600, -0.6707], [11.3711, 3.7933, -1.9365], [9.8725, 1.9240, 0.7419], [-2.9738, 5.0498, -6.1822], [-3.8519, 4.3142, -5.1812], [-5.2744, 4.1495, -5.6957], [-3.8634, 5.0116, -3.9368], [-3.3649, 6.0553, -6.3655], [-1.9617, 5.1566, -5.7921], [-2.9262, 4.5193, -7.1346], [-3.4225, 3.3340, -4.9730], [-5.7347, 5.1281, -5.8635], [-5.8845, 3.6208, -4.9632], [-5.2958, 3.5931, -6.6342], [-4.2377, 5.8842, -4.0956]]
}

***

No. 4
{
  "formula": "C29H63N6O4",
  "method": "wB97M-V/def2-TZVPD",
  "largest_force_ev_per_a": 2.06,
  "homo_ev": [-9.56, -10.47],
  "multiplicity": 3,
  "charge": 1,
  "elements": ["C", "N", "C", "N", "C", "N", "O", "C", "C", "C", "O", "N", "C", "C", "C", "C", "C", "H", "H", "H", "H", "H", "H", "H", "H", "H", "H", "H", "H", "H", "H", "H", "H", "H", "H", "H", "H", "H", "H", "H", "H", "H", "H", "H", "C", "C", "C", "C", "C", "C", "N", "O", "C", "C", "C", "H", "H", "H", "H", "H", "H", "H", "H", "H", "H", "H", "H", "H", "H", "H", "H", "H", "H", "C", "C", "C", "C", "C", "C", "N", "O", "C", "C", "C", "H", "H", "H", "H", "H", "H", "H", "H", "H", "H", "H", "H", "H", "H", "H", "H", "H", "H"],
  "positions_angstrom": [[5.1903, -1.2507, -1.1603], [5.8765, -0.1465, -1.8316], [6.2181, -0.4046, -3.2147], [5.8592, 0.7464, -4.1027], [4.6770, 0.7491, -4.6832], [3.6866, -0.1186, -4.2563], [3.2520, 0.2730, -2.9792], [2.3802, 1.4001, -2.9939], [2.9912, 2.6513, -2.3876], [2.9985, 2.6537, -0.8794], [2.2590, 3.7663, -2.8862], [4.3870, 1.5824, -5.6462], [5.2709, 2.5895, -6.2330], [5.1816, 2.6051, -7.7446], [5.9672, 1.5100, -8.4869], [7.2401, 1.0619, -7.7954], [6.3931, 2.1006, -9.8403], [4.4932, -1.7592, -1.8082], [4.6249, -0.8598, -0.3247], [5.8735, -1.9804, -0.7349], [6.7239, 0.0764, -1.3332], [5.7898, -1.3386, -3.5443], [7.2945, -0.4979, -3.2938], [6.5998, 0.8652, -4.7847], [2.9138, -0.1319, -4.9170], [1.5119, 1.1293, -2.3977], [2.0024, 1.6551, -3.9799], [4.0280, 2.7548, -2.7108], [3.6871, 1.9204, -0.4810], [1.9867, 2.5335, -0.5123], [3.3605, 3.6218, -0.5661], [2.8575, 4.3838, -3.3213], [3.4606, 1.5490, -6.0445], [6.2727, 2.5227, -5.8558], [4.9015, 3.5489, -5.8851], [4.1318, 2.4542, -7.9856], [5.4264, 3.5761, -8.1413], [5.3488, 0.6567, -8.7342], [7.0930, 0.6982, -6.7839], [7.7753, 0.3271, -8.3768], [7.8988, 1.9229, -7.7128], [5.5450, 2.3629, -10.4583], [6.9038, 3.0335, -9.6202], [7.1167, 1.4799, -10.3479], [-0.5181, -0.1752, 1.6761], [-0.9631, -0.4860, 0.2301], [-0.9080, 0.7894, -0.6076], [-2.0175, 1.7827, -0.2661], [-3.3887, 1.1106, -0.3434], [-3.4859, -0.1865, 0.4642], [-2.3242, -1.0882, 0.2057], [-2.4957, -1.7023, -0.9135], [-3.5937, 0.1326, 1.9681], [-4.7976, -0.8845, 0.1169], [0.0736, -1.4807, -0.2871], [0.5692, -0.1079, 1.7310], [-0.8920, 0.7735, 2.0537], [-0.8294, -0.9649, 2.3602], [-0.9805, 0.5337, -1.6715], [0.0648, 1.2709, -0.4724], [-1.8586, 2.2131, 0.7259], [-1.9838, 2.6200, -0.9667], [-4.1575, 1.8054, -0.0009], [-3.6115, 0.8999, -1.3948], [-3.5249, -0.7759, 2.5670], [-4.5568, 0.5924, 2.1888], [-2.8430, 0.8346, 2.3249], [-4.9048, -1.0559, -0.9530], [-5.6357, -0.2634, 0.4302], [-4.8787, -1.8445, 0.6283], [0.0599, -2.4004, 0.2993], [1.0704, -1.0433, -0.2081], [-0.0829, -1.7393, -1.3338], [-4.9292, -3.9320, 7.6099], [-4.1899, -2.7609, 6.9273], [-3.8993, -1.6683, 7.9562], [-5.1484, -0.8982, 8.3805], [-5.8886, -0.3477, 7.1623], [-6.1829, -1.4009, 6.0914], [-4.9791, -2.2267, 5.7772], [-4.2023, -1.5643, 4.9937], [-7.3485, -2.3022, 6.5449], [-6.6936, -0.6993, 4.8357], [-2.8760, -3.3596, 6.4334], [-4.2243, -4.5510, 8.1640], [-5.6756, -3.6144, 8.3345], [-5.4141, -4.5732, 6.8729], [-3.1726, -0.9609, 7.5434], [-3.4271, -2.1167, 8.8330], [-5.8115, -1.5328, 8.9743], [-4.8595, -0.0715, 9.0322], [-6.8263, 0.1130, 7.4796], [-5.2851, 0.4541, 6.7243], [-7.4795, -3.1404, 5.8593], [-8.2794, -1.7354, 6.5515], [-7.2336, -2.6972, 7.5511], [-6.0048, 0.0665, 4.4820], [-7.6410, -0.2066, 5.0513], [-6.8597, -1.4122, 4.0261], [-3.0567, -4.1471, 5.6997], [-2.3360, -3.7961, 7.2727], [-2.2217, -2.6145, 5.9838]]
}